Density functional theory data (ωB97M-V/def2-TZVPD) for C38H34AsN5O6S2SeW as an isolated structure.

- gap between HOMO and LUMO (spin up / spin down) (Eh) = 0.2427 / 0.2959
- relative energy (zero: lowest compared OMol25 entry of this formula, charge and spin) (eV) = 0.000
- HOMO (spin up / spin down) (eV) = -8.9 / -11.1

ORCA input file:
```
! RIJCOSX wB97M-V def2-TZVPD def2/J DEFGRID3
* xyz 1 4
W -0.566 1.168 0.266
O 0.135 1.636 2.110
N 0.540 0.698 2.986
C 1.200 1.145 4.073
C 1.643 0.260 5.016
C 1.396 -1.100 4.835
C 0.721 -1.527 3.715
C 0.285 -0.611 2.755
S -0.509 -1.069 1.287
H 1.361 2.209 4.099
H 2.184 0.634 5.871
H 1.739 -1.819 5.565
H 0.524 -2.574 3.539
Se -2.706 3.817 -1.632
N -3.915 4.281 -0.384
C -3.828 3.413 0.636
C -4.489 3.380 1.874
C -4.112 2.402 2.799
C -3.101 1.492 2.534
N -2.488 1.478 1.333
C -2.877 2.381 0.441
N -2.183 2.318 -0.698
H -5.246 4.114 2.113
H -4.601 2.365 3.762
H -2.775 0.758 3.258
O -0.634 0.266 -1.621
As -1.950 -0.542 -2.347
C -2.306 0.477 -3.911
C -3.428 0.199 -4.689
C -3.680 0.963 -5.817
C -2.815 1.995 -6.157
C -1.699 2.265 -5.379
C -1.436 1.506 -4.247
C -1.311 -2.306 -2.664
C 0.030 -2.594 -2.448
C 0.482 -3.887 -2.673
C -0.397 -4.867 -3.109
C -1.738 -4.572 -3.321
C -2.202 -3.287 -3.096
C -3.489 -0.637 -1.231
C -3.543 -1.630 -0.256
C -4.581 -1.618 0.663
C -5.549 -0.625 0.600
C -5.502 0.352 -0.386
C -4.468 0.352 -1.309
H -4.108 -0.600 -4.416
H -4.549 0.756 -6.426
H -3.012 2.595 -7.036
H -1.030 3.071 -5.650
H -0.572 1.702 -3.626
H 0.695 -1.814 -2.099
H 1.523 -4.126 -2.507
H -0.035 -5.872 -3.282
H -2.419 -5.343 -3.656
H -3.251 -3.056 -3.243
H -2.783 -2.401 -0.220
H -4.632 -2.380 1.428
H -6.354 -0.615 1.323
H -6.264 1.118 -0.433
H -4.411 1.121 -2.071
C 5.316 -4.172 1.478
C 5.209 -2.693 1.726
C 6.350 -1.938 1.996
C 6.271 -0.572 2.198
C 5.032 0.054 2.136
C 3.880 -0.679 1.888
C 3.978 -2.046 1.679
S 4.945 1.807 2.343
O 3.593 2.103 2.742
O 6.060 2.237 3.125
N 5.132 2.453 0.857
C 4.111 2.163 -0.148
C 2.891 3.079 -0.027
C 1.588 2.366 -0.177
O 0.488 2.988 -0.242
O 1.508 1.093 -0.125
H 6.055 -4.629 2.136
H 5.630 -4.363 0.450
H 4.360 -4.670 1.633
H 7.313 -2.430 2.056
H 7.156 0.009 2.422
H 2.918 -0.183 1.862
H 3.081 -2.620 1.480
H 6.084 2.637 0.583
H 3.798 1.123 -0.062
H 4.565 2.253 -1.134
H 2.930 3.932 -0.704
H 2.845 3.485 0.985
*
```

***

Density functional theory data (ωB97M-V/def2-TZVPD) for a 3-piece molecular cluster, C38H34BO6 overall at a distorted geometry.

- gap between HOMO and LUMO (Eh) = 0.1457
- HOMO (eV) = -4.2

ORCA input file:
```
! RIJCOSX wB97M-V def2-TZVPD def2/J DEFGRID3
* xyz -1 1
C -5.006 -8.515 1.892
C -6.233 -8.114 2.206
C -7.721 -7.478 2.428
B -7.861 -6.180 1.400
O -8.206 -4.858 1.952
C -7.393 -3.852 1.236
C -6.809 -4.733 -0.014
C -5.651 -4.095 -0.938
C -4.266 -4.968 -0.943
C -3.354 -4.363 0.256
C -2.212 -5.420 0.778
C -1.312 -4.561 1.849
O -6.548 -5.971 0.705
H -3.946 -8.479 1.426
H -7.887 -7.208 3.533
H -8.488 -8.282 2.087
H -8.589 -6.535 0.515
H -6.527 -3.706 2.000
H -7.964 -2.884 0.943
H -7.638 -5.021 -0.774
H -5.972 -3.924 -2.027
H -5.369 -3.047 -0.507
H -4.444 -6.090 -0.780
H -3.662 -4.812 -1.930
H -4.008 -4.104 1.180
H -2.877 -3.370 -0.110
H -1.604 -5.756 -0.137
H -2.691 -6.353 1.262
H -2.087 -3.993 2.503
H -0.598 -5.225 2.457
H -0.773 -3.758 1.213
C -3.319 1.337 2.296
C -3.039 -0.028 2.311
C -1.720 -0.470 2.308
C -0.674 0.455 2.277
C -0.954 1.821 2.238
C -2.279 2.261 2.259
C 0.144 2.810 2.155
O -0.100 4.006 2.124
C 1.542 2.327 2.102
C 2.585 3.246 1.966
C 3.904 2.802 1.929
C 4.186 1.441 2.036
C 3.148 0.523 2.166
C 1.823 0.964 2.190
C 0.726 -0.023 2.292
O 0.972 -1.215 2.382
H -4.349 1.680 2.308
H -3.851 -0.750 2.327
H -1.509 -1.535 2.325
H -2.504 3.324 2.242
H 2.374 4.308 1.885
H 4.714 3.517 1.818
H 5.215 1.096 2.014
H 3.374 -0.537 2.245
C 8.267 7.371 -0.773
C 8.368 8.207 -1.883
C 7.682 7.897 -3.054
C 6.901 6.742 -3.120
C 6.819 5.893 -2.017
C 7.494 6.216 -0.838
C 6.034 4.640 -2.091
O 5.959 3.899 -1.125
C 5.349 4.296 -3.357
C 4.653 3.090 -3.460
C 3.994 2.765 -4.642
C 4.021 3.646 -5.722
C 4.719 4.846 -5.624
C 5.392 5.169 -4.444
C 6.160 6.430 -4.363
O 6.188 7.201 -5.309
H 8.795 7.618 0.143
H 8.981 9.102 -1.836
H 7.761 8.555 -3.914
H 7.424 5.566 0.029
H 4.625 2.400 -2.621
H 3.458 1.824 -4.722
H 3.502 3.395 -6.641
H 4.740 5.526 -6.471
*
```

***

Density functional theory data (ωB97M-V/def2-TZVPD) for C38H34FN4O4PPdS5 as an isolated structure.

- gap between HOMO and LUMO (Eh) = 0.2292
- relative energy (zero: lowest compared OMol25 entry of this formula, charge and spin) (eV) = 1.502
- HOMO (eV) = -12.7

ORCA input file:
```
! RIJCOSX wB97M-V def2-TZVPD def2/J DEFGRID3
* xyz 2 1
Pd -1.835 -2.141 -0.238
S 0.344 -6.348 5.704
C -0.053 -5.474 4.419
S 0.715 -5.651 2.855
C -0.080 -4.362 2.019
C -1.057 -3.592 2.866
S -1.914 -2.317 2.345
S -1.191 -4.139 4.495
S 0.249 -4.029 0.471
C 5.083 2.381 -0.393
C 3.715 3.012 -0.598
N 2.620 2.127 -0.184
C 1.985 1.399 -1.122
C 0.999 0.492 -0.881
C 0.419 -0.217 -2.072
O 0.643 0.233 -3.184
O -0.239 -1.304 -1.823
C 0.533 0.291 0.452
O -0.396 -0.462 0.777
C 1.238 1.077 1.478
C 0.877 0.929 2.818
C 1.528 1.627 3.793
F 1.188 1.412 5.082
C 2.553 2.540 3.494
C 2.902 2.696 2.164
C 2.270 1.967 1.147
N 3.226 3.297 4.477
C 2.626 3.546 5.781
C 3.451 4.629 6.490
N 4.132 5.466 5.448
C 5.196 4.673 4.728
C 4.675 3.243 4.551
H 5.863 3.067 -0.719
H 5.171 1.465 -0.976
H 5.260 2.129 0.653
H 3.554 3.234 -1.651
H 3.617 3.959 -0.067
H 2.289 1.563 -2.149
H 0.089 0.235 3.077
H 3.673 3.413 1.919
H 2.601 2.666 6.430
H 1.599 3.883 5.637
H 4.244 4.211 7.108
H 2.830 5.273 7.108
H 4.534 6.309 5.862
H 3.432 5.760 4.764
H 6.105 4.719 5.325
H 5.366 5.171 3.775
H 5.001 2.609 5.384
H 5.091 2.814 3.643
O -3.041 -4.619 -1.184
N -3.116 -3.806 -0.073
C -3.973 -2.811 -0.238
C -4.742 -2.579 -1.471
C -6.125 -2.744 -1.489
C -6.805 -2.583 -2.683
C -6.111 -2.253 -3.844
C -4.739 -2.071 -3.815
C -4.045 -2.226 -2.619
P -2.254 -1.798 -2.466
C -1.549 -2.828 -3.768
C -0.457 -2.418 -4.537
C -0.006 -3.220 -5.572
C -0.609 -4.444 -5.830
C -1.685 -4.862 -5.062
C -2.163 -4.054 -4.044
C -2.399 -0.042 -2.854
C -2.670 0.849 -1.818
C -2.847 2.194 -2.095
C -2.757 2.650 -3.404
C -2.484 1.763 -4.432
C -2.302 0.414 -4.162
H -2.423 -5.314 -0.919
H -4.279 -2.342 0.693
H -6.657 -3.009 -0.585
H -7.878 -2.713 -2.713
H -6.650 -2.123 -4.772
H -4.211 -1.795 -4.719
H 0.022 -1.470 -4.341
H 0.826 -2.888 -6.177
H -0.241 -5.070 -6.632
H -2.162 -5.812 -5.262
H -3.016 -4.382 -3.469
H -2.737 0.491 -0.794
H -3.062 2.886 -1.292
H -2.899 3.700 -3.620
H -2.404 2.119 -5.450
H -2.069 -0.269 -4.967
*
```

***

Density functional theory data (ωB97M-V/def2-TZVPD) for C38H35Cl3MoN4O4PS as an isolated structure at a distorted geometry.

- gap between HOMO and LUMO (spin up / spin down) (Eh) = 0.1042 / 0.1059
- relative energy (zero: lowest compared OMol25 entry of this formula, charge and spin) (eV) = 1.784
- HOMO (spin up / spin down) (eV) = -13.4 / -13.4

ORCA input file:
```
! RIJCOSX wB97M-V def2-TZVPD def2/J DEFGRID3
* xyz 3 3
Mo -0.588 -0.887 -1.333
C -2.933 -0.430 -4.794
C -2.758 -1.016 -3.436
O -1.783 -0.740 -2.666
N -3.678 -1.866 -2.941
C -3.559 -2.354 -1.578
C -2.427 -3.348 -1.386
C -2.712 -4.705 -1.322
C -1.702 -5.621 -1.074
C -0.428 -5.123 -0.824
C -0.210 -3.766 -0.899
N -1.170 -2.872 -1.208
H -3.085 0.650 -4.719
H -3.793 -0.858 -5.298
H -2.051 -0.597 -5.414
H -4.483 -2.117 -3.495
H -4.504 -2.824 -1.302
H -3.382 -1.490 -0.914
H -3.729 -5.036 -1.449
H -1.906 -6.678 -1.049
H 0.388 -5.782 -0.577
H 0.779 -3.365 -0.685
O 2.771 -0.591 0.875
C 2.140 -0.744 -0.132
O 0.822 -0.758 -0.181
C 2.756 -0.927 -1.537
P 1.385 -0.617 -2.719
C 1.945 -0.916 -4.403
C 1.322 -1.923 -5.138
C 1.734 -2.171 -6.435
C 2.753 -1.409 -6.989
C 3.360 -0.395 -6.260
C 2.961 -0.141 -4.961
C 1.105 1.184 -2.578
C 1.689 2.013 -1.615
C 1.400 3.369 -1.612
C 0.549 3.910 -2.562
C -0.048 3.091 -3.510
C 0.206 1.733 -3.506
H 3.121 -1.958 -1.645
H 3.620 -0.269 -1.686
H 0.525 -2.504 -4.682
H 1.266 -2.951 -7.016
H 3.072 -1.601 -8.002
H 4.142 0.198 -6.709
H 3.420 0.651 -4.386
H 2.404 1.626 -0.900
H 1.868 4.012 -0.882
H 0.365 4.972 -2.578
H -0.692 3.520 -4.262
H -0.227 1.092 -4.269
Cl 1.671 -0.243 8.401
C 0.812 0.443 7.092
C 0.685 -0.260 5.892
C 0.036 0.323 4.825
C -0.525 1.597 4.917
C -1.194 2.248 3.735
C -2.495 1.516 3.294
N -2.230 0.435 2.388
C -2.226 -0.897 2.670
C -1.877 -1.536 1.519
N -1.677 -0.603 0.535
C -1.890 0.574 1.105
O -0.388 2.380 2.568
C 1.023 2.260 2.628
C 1.713 2.748 3.863
C 1.499 3.973 4.490
Cl 0.387 5.164 4.039
S 2.549 4.213 5.844
C 3.295 2.700 5.551
C 2.761 2.042 4.480
C -0.471 2.251 6.164
Cl -1.275 3.751 6.436
C 0.223 1.694 7.226
H 1.100 -1.249 5.809
H -0.030 -0.225 3.899
H -1.508 3.253 4.043
H -3.131 2.238 2.782
H -3.016 1.134 4.171
H -2.487 -1.292 3.631
H -1.761 -2.589 1.346
H -1.798 1.522 0.606
H 1.362 2.858 1.772
H 1.323 1.215 2.455
H 4.107 2.377 6.173
H 3.110 1.088 4.133
H 0.298 2.226 8.162
*
```

***

Density functional theory data (ωB97M-V/def2-TZVPD) for C38H35ClDyN2Si2 as an isolated structure at a distorted geometry.

- gap between HOMO and LUMO (spin up / spin down) (Eh) = 0.1795 / 0.1791
- HOMO (spin up / spin down) (eV) = -9.3 / -9.3

ORCA input file:
```
! RIJCOSX wB97M-V def2-TZVPD def2/J DEFGRID3
* xyz 1 6
C -1.539 -0.727 4.211
C -2.090 -0.255 2.976
C -1.818 -1.243 1.976
H -2.694 0.642 2.834
C -1.092 -2.313 2.586
C -0.922 -1.997 3.969
H -0.488 -2.655 4.724
H -1.680 -0.275 5.198
H -2.144 -1.220 0.937
H -0.774 -3.228 2.093
Dy 0.331 -0.316 2.708
Si 0.928 0.098 -1.100
C -0.179 1.648 -1.096
C 0.295 2.866 -1.607
H 1.348 2.974 -1.901
C -0.588 3.924 -1.829
H -0.237 4.820 -2.332
C -1.918 3.831 -1.416
H -2.605 4.660 -1.578
C -2.350 2.672 -0.783
H -3.366 2.593 -0.398
C -1.509 1.574 -0.642
H -1.868 0.645 -0.182
C -0.212 -1.477 -1.220
C -1.418 -1.533 -1.931
H -1.853 -0.628 -2.382
C -2.033 -2.771 -2.161
H -2.911 -2.815 -2.806
C -1.523 -3.937 -1.601
H -2.004 -4.900 -1.792
C -0.408 -3.858 -0.784
H 0.005 -4.755 -0.323
C 0.261 -2.650 -0.612
H 1.204 -2.619 -0.049
H 0.604 -0.038 0.481
Si 1.433 -0.066 -3.357
C 1.177 -1.672 -4.270
C 0.508 -1.668 -5.501
H 0.267 -0.713 -5.975
C 0.083 -2.858 -6.090
H -0.461 -2.822 -7.044
C 0.344 -4.070 -5.441
H -0.001 -5.002 -5.881
C 1.060 -4.092 -4.235
H 1.246 -5.046 -3.722
C 1.516 -2.899 -3.673
H 2.077 -2.901 -2.733
C 0.620 1.228 -4.464
C -0.776 1.349 -4.508
H -1.401 0.656 -3.938
C -1.372 2.393 -5.224
H -2.463 2.488 -5.220
C -0.571 3.292 -5.933
H -1.044 4.087 -6.508
C 0.817 3.158 -5.920
H 1.439 3.845 -6.496
C 1.418 2.144 -5.166
H 2.502 2.064 -5.087
H 2.883 0.202 -3.093
Cl 2.956 0.203 -0.256
N -0.030 1.882 3.762
C 0.475 1.977 5.137
C 0.190 3.049 5.959
C 0.641 3.028 7.295
C 1.376 1.956 7.790
C 1.688 0.836 6.967
C 2.351 -0.327 7.411
C 2.526 -1.395 6.556
C 2.064 -1.318 5.244
N 1.436 -0.204 4.778
C 1.236 0.875 5.618
H -1.027 2.137 3.716
H 0.417 2.579 3.159
H -0.376 3.896 5.563
H 0.407 3.872 7.948
H 1.714 1.945 8.832
H 2.709 -0.366 8.446
H 3.006 -2.323 6.872
H 2.185 -2.135 4.513
*
```

***

> Number 1 is which compound?

C38H34AsN5O6S2SeW